C15H26Cl2N6ReS2 as an isolated structure at a distorted geometry. Source: OMol25; level of theory: ωB97M-V/def2-TZVPD.

```
52
Properties=species:S:1:pos:R:3:forces:R:3
H 3.33850 1.15780 -2.89900 -0.039 0.049 -0.015
N -4.36720 -3.75770 0.03860 -0.493 0.016 0.004
H 0.40710 -1.05190 2.62140 -0.017 0.100 -0.086
C -1.11360 -2.80990 0.05560 -0.983 -1.194 -0.053
N -0.51980 -6.16870 -0.19130 0.270 -0.463 -0.033
Cl -3.99060 1.22730 -0.11140 0.076 -0.558 0.042
H 3.94940 0.57150 1.61950 0.002 0.042 -0.046
H -5.07900 3.10390 0.77080 0.044 -0.041 -0.245
H 3.78560 -0.73880 -1.46100 0.027 0.044 0.115
C 2.88490 0.61310 1.37340 0.031 0.142 0.542
C -0.28390 2.61480 1.10170 -0.503 0.107 0.606
N 0.15240 1.93230 -0.13590 0.561 -0.487 -0.190
S -1.83810 -1.22900 0.12490 1.318 1.212 0.161
Cl -3.98340 3.93360 -1.16010 -0.167 -0.027 0.131
N 0.21300 -0.00560 -2.08820 -0.084 -0.608 0.332
H 1.07430 2.30940 -0.35790 -0.192 -0.169 0.155
H 0.59600 2.94810 1.65500 0.076 0.084 -0.131
H 2.83010 -1.14560 0.40130 0.002 0.186 -0.092
C -3.23430 -3.92560 0.01860 -0.280 0.053 0.002
C -0.73780 1.10830 -2.35000 -0.423 0.589 0.103
S 0.60800 -2.69510 0.05480 0.316 1.875 -0.158
C -0.69630 2.24950 -1.30810 -0.219 -0.021 -0.384
C -4.89950 2.72330 -0.23500 -0.341 0.565 -0.044
H -1.80140 1.10060 1.41250 0.047 0.207 0.234
N 2.58780 -0.17970 0.16810 -0.518 -0.135 0.407
H 0.32700 1.50110 3.58070 0.095 -0.146 -0.017
H -0.56750 1.52130 -3.34700 0.036 -0.193 0.021
H -5.83490 2.51170 -0.75240 0.205 0.079 0.063
C 2.60520 0.91200 -2.12940 -0.060 -0.382 0.165
H 1.34120 0.46080 -3.80780 -0.145 -0.075 0.093
H -1.74340 0.68380 -2.32290 0.138 -0.083 -0.091
C -1.15150 -5.21800 -0.09990 0.175 -0.119 0.021
C -1.82530 -3.98420 0.00030 0.600 1.196 0.027
H -1.71570 2.42260 -0.95900 0.173 0.013 -0.017
C -1.11160 1.70450 2.00920 0.263 0.043 0.027
H 2.23040 0.71730 3.42160 -0.056 -0.125 -0.049
H -0.86360 3.50050 0.83860 0.076 0.034 -0.044
H -0.23570 -0.83810 -2.47400 -0.024 0.063 0.141
H 2.63300 1.65680 1.18080 -0.022 0.021 -0.024
H 1.88280 -0.95110 -2.90130 -0.088 0.006 -0.053
H 2.21180 1.86480 -1.78090 0.043 0.173 -0.049
H -1.72270 2.33640 2.65550 -0.039 -0.028 0.006
N 0.65270 -0.13030 2.26160 -0.117 -0.572 -0.584
C -0.25740 0.83590 2.94240 -0.820 0.694 -0.002
C 1.51290 0.07200 -2.80040 0.790 0.220 -0.217
H -0.93780 0.28100 3.58950 0.145 -0.103 -0.016
H 4.22460 0.80530 -0.72200 0.016 -0.133 0.023
C 3.38300 0.17990 -1.02930 0.099 0.450 -0.609
C 2.09840 0.05230 2.56520 0.707 0.219 -0.251
H 2.52790 -0.91420 2.84000 -0.122 -0.010 -0.029
Re 0.34680 -0.28850 0.05740 -0.528 -2.816 -0.036
H -0.34100 3.16980 -1.77850 -0.049 0.004 0.145
```
Positions in Å, forces in eV/Å.

## Properties
Orbital gap (alpha / beta), eV: 5.22 / 5.83
LUMO energy (alpha / beta), eV: -9.19 / -8.96
Energy above the lowest of the compared OMol25 structures with the same formula, charge and spin, eV: 1.593
Total energy, eV: -73746.884
Spin multiplicity: 2
Charge: +2

***

C15H26Cl2O2PbSi as an isolated structure at a distorted geometry. Source: OMol25; level of theory: ωB97M-V/def2-TZVPD.

```
47
Properties=species:S:1:pos:R:3:forces:R:3
Cl 0.04582 3.41321 0.06612 -0.099 -0.399 0.418
H -1.68758 0.95939 6.42129 -0.231 0.158 -0.052
C -0.00153 -1.81042 5.45880 -0.044 -0.244 0.458
O 2.88068 3.84954 -1.09134 1.105 0.348 0.646
H 2.43447 0.41269 4.95744 -0.242 -0.041 0.154
C 0.62705 -1.15273 -2.90572 -1.470 0.278 -0.277
H -3.38305 -1.15329 -2.14151 -0.064 -0.019 -0.132
H 0.87073 -2.31496 5.02294 -0.094 0.186 0.206
O 2.00420 -0.08184 -0.47454 -0.109 0.304 0.710
Si -0.01200 -0.03150 4.92255 0.087 -0.222 -1.504
C -0.73580 -1.56981 -2.76679 1.248 1.060 -0.560
H 2.64731 0.71265 -2.75215 -0.039 0.157 -0.225
C 1.83055 1.09588 -3.37338 0.473 0.215 0.017
H 1.66188 2.12260 -3.02967 0.138 -0.095 -0.075
C 1.79952 -2.04325 -2.76354 0.393 -0.140 0.116
H 3.66732 4.07527 -0.53048 -0.940 -0.306 -0.690
H 2.15245 -0.61464 0.32178 0.099 -0.057 -0.216
H 1.56824 -2.82718 -2.03831 0.143 -0.164 -0.031
Cl -2.13575 0.21036 0.26892 -0.207 0.194 -0.328
H 2.11096 -2.53107 -3.70504 -0.014 0.082 0.172
C -0.72912 0.68441 -3.23740 -0.929 -1.417 0.708
H -2.40731 0.39295 4.87149 0.142 0.048 0.222
H -1.52949 1.91610 4.90891 0.098 -0.191 0.170
H -1.67274 -3.47677 -3.19558 0.087 0.057 0.225
C 0.63278 0.24341 -3.18946 -0.207 -0.840 0.826
H -3.53759 -0.62181 -3.83906 -0.128 0.015 0.118
H 1.54768 1.92233 4.96215 -0.171 -0.205 0.133
C -1.55472 0.90512 5.33633 -0.283 0.091 0.272
H 2.64349 -1.48914 -2.34776 0.078 -0.050 -0.130
H -1.98862 2.33431 -2.76257 0.054 0.010 -0.189
C -1.56878 -0.44000 -2.99090 1.237 0.897 -0.248
H 1.64054 0.95800 6.46200 0.134 0.097 -0.032
C 1.54399 0.90341 5.37242 0.188 0.076 0.067
H -1.92769 -2.83330 -1.55120 -0.045 -0.109 -0.123
C 0.26230 -0.45481 1.93809 -0.036 0.649 1.316
H -0.00452 -1.92155 6.54568 -0.003 -0.290 0.018
H -0.39871 2.79698 -3.36017 -0.195 -0.164 -0.119
C -1.20513 2.06049 -3.48536 -0.168 0.667 -0.093
H -0.36033 -3.51136 -1.98073 -0.195 -0.015 -0.164
C -3.04108 -0.41617 -2.87742 -0.446 0.039 0.107
H -3.38923 0.55326 -2.50243 -0.030 -0.059 -0.152
Pb 0.29722 0.97701 0.21445 -0.095 -0.613 -1.982
H -0.88152 -2.29610 5.01709 0.095 0.115 0.240
C -0.06444 -0.30006 3.11764 0.801 0.172 -0.700
C -1.19765 -2.91690 -2.36927 -0.125 -0.368 0.271
H 2.17736 1.13896 -4.42312 -0.084 -0.018 0.185
H -1.63218 2.17037 -4.50121 0.095 0.114 0.245
```
Positions in Å, forces in eV/Å.

## Properties
Orbital gap (alpha / beta), eV: 3.75 / 3.76
LUMO energy (alpha / beta), eV: 3.65 / 3.65
Total energy, eV: -58238.198
Charge: -2

***

C15H26LaN6O7 as an isolated structure at a distorted geometry. Source: OMol25; level of theory: ωB97M-V/def2-TZVPD.

```
55
Properties=species:S:1:pos:R:3:forces:R:3
H -0.35008 2.88945 2.27757 -0.332 0.143 -0.183
H 2.03126 -1.14248 0.31670 0.636 0.151 -0.137
H 1.54515 -0.74352 5.13560 -0.058 0.214 -0.141
H -4.40209 3.09931 -0.53066 0.268 0.022 0.228
H -0.40562 1.82336 -5.23793 0.151 0.110 0.191
C 2.70237 -0.74867 -0.47492 2.362 -0.459 -0.044
C -2.39578 3.62354 2.18508 0.328 -0.224 0.010
C -4.75529 4.38195 1.99989 -0.951 0.820 0.694
O -1.73143 -0.79499 1.13461 1.037 0.231 0.140
H -2.02406 -1.54489 3.35439 0.167 0.203 0.086
H -0.13107 3.16336 -4.09899 0.097 -0.209 -0.132
C -1.26727 2.97923 1.68121 -0.643 0.079 -0.806
C 0.96093 0.16779 3.28515 2.678 1.211 -1.615
H -1.85041 -0.02578 4.27131 0.083 -0.201 -0.158
H -6.04524 3.63806 0.53439 0.011 0.210 0.233
N -0.55237 -0.23355 -1.70316 -0.682 0.802 -1.035
C 0.30507 1.22037 -3.31053 1.023 -0.187 0.845
H -2.34764 4.07916 3.17233 -0.252 -0.075 -0.236
H 1.25180 2.33724 -4.84061 -0.269 0.015 0.131
H 0.48965 0.66730 5.30389 0.179 -0.143 -0.175
H -0.81419 -1.40418 4.66559 -0.119 0.128 -0.229
N -1.23653 2.44580 0.43442 -0.713 0.095 0.447
H -2.79795 0.75019 -3.34182 0.189 -0.256 -0.057
H 2.20790 0.88656 4.85722 -0.218 -0.193 0.003
H 3.58014 0.95279 1.92437 -0.494 -0.040 0.474
H -0.40818 -4.11694 -0.46992 0.185 0.250 -0.624
N -5.91041 4.31592 1.27021 0.380 -0.215 0.160
N 1.76005 0.59463 2.30406 -0.132 -1.119 3.074
C -3.56658 3.67721 1.41724 0.889 -0.405 -0.454
C -1.97681 0.12888 -3.73621 -0.131 -0.433 -0.275
N 1.35445 1.23456 -2.42637 -1.771 -0.885 -0.240
C -0.29328 -0.39565 2.85009 -1.680 0.018 -3.168
H 3.51184 -1.47120 -0.62560 -0.406 0.095 0.108
C -1.30412 -0.87756 3.83614 -0.073 -0.132 0.078
C 0.24454 2.18267 -4.43389 -0.064 0.633 -0.184
H -0.64516 -2.82946 -1.30615 0.362 -0.617 -0.065
H -6.73394 4.71177 1.69720 0.062 -0.004 -0.032
O 1.65736 2.40563 -1.89199 0.820 1.467 -0.243
O -0.09787 -3.65353 -1.27042 -0.445 0.414 0.712
H -1.81835 0.40983 -4.78389 -0.085 -0.114 0.314
C -3.54257 3.09150 0.13966 0.370 -0.053 0.254
H 2.18357 -0.58469 -1.44091 0.328 0.058 0.353
C 1.32719 0.25356 4.72496 0.132 0.044 0.242
O -4.68202 5.01464 3.04822 0.231 -0.762 -1.061
N -0.49191 -0.36759 1.51771 -0.966 -1.014 3.426
O 3.04199 0.96879 2.74706 -0.448 0.046 -0.374
H -2.28766 -0.92281 -3.69152 -0.004 0.325 0.018
C -2.36667 2.48539 -0.31094 0.357 0.222 0.449
O 3.36602 0.56847 0.00396 -0.204 -1.973 -0.435
H 4.25782 0.65933 -0.37683 -0.606 -0.122 -0.197
C -0.73497 0.32935 -2.94094 0.939 -0.604 1.188
O -1.41852 -1.16133 -1.36217 -0.245 0.062 0.395
La 0.98289 1.06895 -0.02332 -2.106 2.246 -2.163
H -2.31081 2.01735 -1.30055 0.001 0.211 0.418
H -1.62222 -0.97182 0.11244 -0.167 -0.091 -0.211
```
Positions in Å, forces in eV/Å.

## Properties
Orbital gap (alpha / beta), eV: 6.21 / 5.79
LUMO energy (alpha / beta), eV: -4.23 / -4.25
Total energy, eV: -40099.510
Charge: +1